[1]
A 2-piece molecular cluster, C32H45BrN2O7PS2 overall in a non-equilibrium geometry. Source: the OMol25 dataset; level of theory: ωB97M-V with the def2-TZVPD basis set.

The geometry in XYZ format:
```
90
Properties=species:S:1:pos:R:3
C -0.288 -0.747 6.520
C -0.107 0.901 6.739
O 0.755 1.440 5.675
C 0.144 2.586 4.984
C -0.179 2.132 3.443
C 1.147 1.687 2.526
C 1.041 1.244 0.951
C -0.447 1.236 0.255
C -1.772 1.641 1.130
C -1.661 2.118 2.729
C -3.011 2.552 3.551
C -4.348 1.564 3.395
C -5.724 1.999 4.199
C -5.865 3.325 5.179
C -4.551 4.300 5.331
C -3.202 3.878 4.497
S -0.482 0.734 -1.589
C 0.886 -0.599 -1.659
C 0.767 -1.927 -2.653
C -0.520 -2.163 -3.690
C -0.352 -3.478 -4.654
C 0.587 -3.222 -5.995
O 1.564 -4.347 -6.147
C 2.037 -2.990 -2.569
C 3.344 -2.760 -1.551
P 4.699 -4.132 -1.646
O 4.349 -5.217 -2.998
Br 4.568 -5.463 0.236
C 3.449 -1.417 -0.572
C 4.787 -1.244 0.363
C 4.499 -0.791 1.912
C 5.009 0.717 2.305
C 6.526 1.092 1.814
S 7.696 1.636 3.170
O 8.274 3.029 2.728
O 8.864 0.574 3.194
O 7.011 1.740 4.726
C 2.194 -0.326 -0.654
N 2.316 0.908 0.213
H -1.374 -0.898 6.073
H 0.562 -1.183 5.826
H -0.280 -1.224 7.592
H -1.196 1.330 6.762
H 0.375 1.029 7.813
H 0.996 3.420 4.912
H -0.745 3.088 5.556
H 2.212 1.729 3.027
H -2.860 1.608 0.640
H -4.338 0.601 2.712
H -6.714 1.340 4.091
H -6.836 3.637 5.753
H -4.532 5.279 6.008
H -2.257 4.593 4.634
H -0.519 -1.213 -4.412
H -1.552 -2.212 -3.141
H 0.049 -4.422 -4.088
H -1.431 -3.758 -5.076
H 1.133 -2.186 -6.003
H -0.068 -3.255 -6.992
H 2.498 -3.993 -6.234
H 2.026 -3.945 -3.272
H 5.206 -5.695 -3.271
H 5.505 -0.498 -0.233
H 5.414 -2.258 0.431
H 3.325 -0.894 2.098
H 4.996 -1.527 2.710
H 4.280 1.547 1.864
H 4.901 0.815 3.488
H 6.419 1.979 1.030
H 7.033 0.206 1.214
H 6.443 2.565 4.798
H 2.692 1.734 -0.320
C -6.162 0.780 -5.290
C -5.538 -0.288 -4.402
C -4.076 0.004 -4.031
O -3.225 -0.259 -5.153
C -2.917 0.894 -5.935
N -5.553 -1.583 -5.154
H -5.767 0.760 -6.309
H -7.245 0.630 -5.362
H -5.992 1.779 -4.875
H -6.146 -0.426 -3.503
H -3.772 -0.698 -3.248
H -3.939 1.013 -3.625
H -2.962 1.822 -5.355
H -3.600 0.947 -6.782
H -1.902 0.778 -6.327
H -6.435 -1.766 -5.641
H -5.345 -2.379 -4.539
H -4.787 -1.557 -5.848
```

The HOMO-LUMO gap is 6.269 eV. As for the net charge: +1. The value obtained for the HOMO energy is -9.78 eV. As for the molecular weight: 744.731 g/mol. Its spin multiplicity is 1. As for the LUMO energy: -3.5092 eV.

=====

[2]
A 4-piece molecular cluster, C5H18O3 overall in a non-equilibrium geometry. Source: the OMol25 dataset; level of theory: ωB97M-V with the def2-TZVPD basis set.

The geometry in XYZ format:
```
26
Properties=species:S:1:pos:R:3
C 0.534 -0.499 2.144
C 0.087 -0.768 0.715
C 0.603 0.261 -0.300
C 0.323 -0.316 -1.693
C 2.136 0.525 -0.171
H 1.230 -1.249 2.511
H 0.928 0.518 2.275
H -0.263 -0.301 2.873
H 0.218 -1.764 0.296
H -1.003 -0.713 0.689
H 0.151 1.232 -0.089
H -0.693 -0.706 -1.806
H 1.051 -1.103 -1.871
H 0.293 0.445 -2.479
H 2.624 -0.313 0.325
H 2.430 1.509 0.177
H 2.498 0.491 -1.206
H -1.064 -3.581 0.125
H -1.514 -3.019 1.432
O -1.839 -3.177 0.536
H -0.248 2.282 -1.367
H 0.524 3.561 -1.192
O -0.344 3.179 -1.022
H -3.021 1.977 -0.169
H -2.792 0.478 -0.748
O -2.850 1.053 0.015
```

As for the SMILES: CCC(C)C.O.O.O. The HOMO-LUMO gap is 11.347 eV. The value obtained for the HOMO energy is -10.67 eV. As for the molecular weight: 126.196 g/mol. Its spin multiplicity is 1. As for the LUMO energy: 0.6810 eV.

=====

[3]
An isolated ion of composition C12H19BrN and charge +1. Source: the OMol25 dataset; level of theory: ωB97M-V with the def2-TZVPD basis set.

The geometry in XYZ format:
```
33
Properties=species:S:1:pos:R:3
C -3.425 -2.751 0.900
H -2.589 -3.439 0.800
C -3.624 -1.956 -0.384
C -2.358 -1.239 -0.858
H -1.554 -1.967 -0.973
H -2.551 -0.796 -1.836
C -1.909 -0.137 0.107
C -0.718 0.622 -0.461
N -0.268 1.689 0.474
H -0.030 1.248 1.373
H -1.052 2.330 0.640
C 0.930 2.454 -0.001
C 2.143 1.565 -0.020
C 2.669 1.096 -1.218
C 3.778 0.271 -1.223
C 4.363 -0.096 -0.019
C 3.848 0.365 1.187
C 2.743 1.193 1.181
H 2.362 1.566 2.121
H 4.316 0.083 2.116
Br 5.882 -1.235 -0.017
H 4.190 -0.085 -2.154
H 2.221 1.386 -2.157
H 1.086 3.296 0.678
H 0.716 2.840 -0.999
H 0.121 -0.054 -0.632
H -0.986 1.091 -1.410
H -1.638 -0.589 1.063
H -2.746 0.546 0.274
H -3.937 -2.639 -1.175
H -4.424 -1.227 -0.245
H -4.316 -3.333 1.115
H -3.243 -2.100 1.752
```

As for the SMILES: CCCCC[NH2+]Cc1ccc(Br)cc1. The HOMO-LUMO gap is 9.154 eV. As for the net charge: +1. The value obtained for the HOMO energy is -12.30 eV. As for the molecular weight: 257.195 g/mol. Its spin multiplicity is 1. As for the LUMO energy: -3.1459 eV.

=====

[4]
C13H25N2NiO2S2SiTe as an isolated structure. Source: the OMol25 dataset; level of theory: ωB97M-V with the def2-TZVPD basis set.

The geometry in XYZ format:
```
47
Properties=species:S:1:pos:R:3
Ni -0.211 0.041 -0.662
C -0.215 -2.125 2.121
O -0.023 -0.760 1.779
C 1.226 -0.263 2.224
C 2.295 -0.504 1.187
O 1.951 0.260 0.051
C 2.908 0.158 -0.994
H -0.420 -2.208 3.195
H 0.657 -2.729 1.864
H -1.050 -2.499 1.539
H 1.503 -0.726 3.178
H 1.107 0.812 2.378
H 2.352 -1.567 0.921
H 3.273 -0.180 1.567
H 3.896 0.449 -0.621
H 2.588 0.848 -1.770
H 2.936 -0.864 -1.381
S -0.036 2.006 -1.903
C -0.065 1.209 -3.584
C 0.951 1.910 -4.385
N 1.730 2.457 -5.032
C 0.306 -0.239 -3.446
S 0.448 -2.713 -1.159
C -0.621 -2.983 -4.427
N -0.616 -3.618 -5.396
C 1.560 -0.822 -3.988
Te -1.017 -1.533 -2.474
C -1.418 1.400 -4.283
H 1.432 -1.075 -5.048
H 1.817 -1.747 -3.469
H 2.394 -0.119 -3.916
H -1.393 0.975 -5.289
H -1.662 2.461 -4.337
H -2.195 0.903 -3.708
C -3.712 0.770 -1.592
Si -2.503 0.041 -0.334
C -2.506 1.296 1.088
C -3.372 -1.517 0.323
H -4.662 0.970 -1.085
H -3.924 0.097 -2.427
H -3.332 1.713 -1.987
H -3.534 1.475 1.422
H -2.087 2.248 0.754
H -1.920 0.938 1.936
H -4.457 -1.385 0.275
H -3.109 -1.697 1.367
H -3.124 -2.419 -0.243
```

The HOMO-LUMO gap (spin up / spin down) is 6.488 / 7.113 eV. As for the net charge: -1. The value obtained for the HOMO energy (spin up / spin down) is -3.85 / -4.69 eV. As for the molecular weight: 519.868 g/mol. Its spin multiplicity is 3. As for the LUMO energy (spin up / spin down): 2.6409 / 2.4233 eV.

=====

[5]
CHN3O4S in the gas phase in a non-equilibrium geometry. Source: the OMol25 dataset; level of theory: ωB97M-V with the def2-TZVPD basis set.

The geometry in XYZ format:
```
10
Properties=species:S:1:pos:R:3
C 1.294 -1.014 0.438
N 2.024 -1.909 0.291
N 0.466 -0.030 0.868
N -1.055 0.261 -1.313
O -0.437 -0.656 -1.729
O -2.166 0.644 -1.570
O 1.104 1.674 -0.848
O -0.702 -0.326 1.519
S -0.010 1.350 -0.050
H -0.517 0.008 2.394
```

The HOMO-LUMO gap is 9.893 eV. The value obtained for the HOMO energy is -10.50 eV. As for the molecular weight: 151.103 g/mol. Its spin multiplicity is 1. As for the LUMO energy: -0.6117 eV.

=====

[6]
C39H38BiCl5N3O4PS4Sb2Se as an isolated structure. Source: the OMol25 dataset; level of theory: ωB97M-V with the def2-TZVPD basis set.

The geometry in XYZ format:
```
98
Properties=species:S:1:pos:R:3
Bi 0.212 0.882 0.419
S -0.454 5.578 0.891
C -0.296 3.939 0.765
S -0.534 2.838 2.080
S 0.050 3.172 -0.764
C -2.776 -0.067 5.154
Sb -2.533 -0.500 3.042
C -1.989 -2.546 3.409
C -4.658 -0.871 2.758
C -5.456 0.389 2.795
C -5.976 0.821 4.018
C -6.692 2.000 4.142
C -6.912 2.780 3.016
C -6.413 2.362 1.794
C -5.680 1.180 1.651
C -5.175 0.811 0.295
Sb -3.182 1.572 -0.216
C -3.775 3.629 -0.021
C -3.568 1.535 -2.336
H -3.375 -0.843 5.635
H -3.252 0.903 5.296
H -1.789 -0.039 5.619
H -2.865 -3.187 3.295
H -1.606 -2.635 4.426
H -1.212 -2.874 2.721
H -4.954 -1.537 3.571
H -4.730 -1.403 1.812
H -5.802 0.206 4.894
H -7.073 2.306 5.109
H -7.467 3.708 3.086
H -6.588 2.967 0.911
H -5.819 1.249 -0.470
H -5.128 -0.267 0.142
H -4.698 3.799 -0.579
H -2.982 4.261 -0.422
H -3.923 3.887 1.027
H -4.641 1.456 -2.524
H -3.033 0.732 -2.840
H -3.201 2.483 -2.733
O -0.348 -1.821 -1.893
S -0.372 -0.811 -2.935
O -1.483 -0.926 -3.869
O -0.193 0.549 -2.412
C 1.094 -1.165 -3.896
C 0.926 -1.600 -5.206
C 2.023 -1.959 -5.970
C 3.297 -1.882 -5.422
C 3.459 -1.434 -4.123
C 2.366 -1.072 -3.335
P 2.679 -0.363 -1.648
C 3.823 0.944 -2.268
C 5.196 1.003 -2.067
C 5.933 2.077 -2.556
C 5.307 3.092 -3.261
C 3.934 3.033 -3.477
C 3.199 1.973 -2.978
C 3.780 -1.612 -0.905
C 4.513 -1.235 0.222
C 5.222 -2.171 0.956
C 5.185 -3.510 0.590
C 4.437 -3.899 -0.510
C 3.740 -2.958 -1.255
H -0.079 -1.649 -5.602
H 1.886 -2.298 -6.990
H 4.165 -2.159 -6.009
H 4.457 -1.353 -3.707
H 5.701 0.217 -1.520
H 7.000 2.117 -2.375
H 5.882 3.932 -3.633
H 3.431 3.828 -4.014
H 2.122 1.946 -3.119
H 4.505 -0.202 0.545
H 5.775 -1.855 1.833
H 5.709 -4.250 1.181
H 4.360 -4.947 -0.771
H 3.123 -3.286 -2.081
Cl 1.080 -0.391 3.332
C 2.456 0.468 2.706
C 2.291 1.296 1.600
C 3.378 2.112 1.299
Cl 3.225 3.367 0.120
C 4.606 1.998 1.954
Cl 5.954 2.979 1.492
C 4.762 1.065 2.973
Cl 6.294 0.853 3.741
C 3.666 0.312 3.377
Cl 3.825 -0.801 4.686
Se 0.918 -4.800 1.199
C 1.161 -3.008 1.002
N 1.297 -1.862 0.866
N -2.165 -3.702 -0.146
C -2.749 -2.515 -0.472
N -3.349 -2.457 -1.715
O -2.830 -1.576 0.317
H -1.779 -4.233 -0.911
H -1.514 -3.656 0.628
H -2.831 -2.926 -2.444
H -3.508 -1.498 -1.990
```

The HOMO-LUMO gap is 6.645 eV. As for the net charge: -2. The value obtained for the HOMO energy is -2.91 eV. As for the molecular weight: 1480.717 g/mol. Its spin multiplicity is 1. As for the LUMO energy: 3.7339 eV.

=====

[7]
C6H13NSSi as an isolated structure in a non-equilibrium geometry. Source: the OMol25 dataset; level of theory: ωB97M-V with the def2-TZVPD basis set.

The geometry in XYZ format:
```
22
Properties=species:S:1:pos:R:3
C 1.579 -1.754 0.350
C -1.126 1.576 0.878
C -2.084 -1.429 0.990
C -0.681 -0.363 -1.614
C 2.335 1.364 -0.980
C 0.871 -0.778 1.045
N 2.131 -2.534 -0.291
Si -0.794 -0.204 0.285
S 2.448 0.995 0.774
H -0.243 2.019 1.326
H -1.444 2.219 0.063
H -1.915 1.595 1.625
H -2.589 -1.971 0.196
H -1.627 -2.167 1.641
H -2.849 -0.914 1.567
H -0.928 0.567 -2.121
H 0.318 -0.652 -1.926
H -1.363 -1.122 -1.986
H 3.054 2.164 -1.150
H 1.336 1.709 -1.230
H 2.610 0.490 -1.563
H 0.960 -0.813 2.122
```

The HOMO-LUMO gap is 8.194 eV. The value obtained for the HOMO energy is -9.01 eV. As for the molecular weight: 159.330 g/mol. Its spin multiplicity is 1. As for the LUMO energy: -0.8152 eV.

=====

[8]
A 2-piece molecular cluster, H9PSi3 overall in a non-equilibrium geometry. Source: the OMol25 dataset; level of theory: ωB97M-V with the def2-TZVPD basis set.

The geometry in XYZ format:
```
13
Properties=species:S:1:pos:R:3
Si -1.709 0.007 -1.271
Si 2.160 -0.860 -1.392
Si -0.710 0.356 1.972
P -0.968 -1.208 0.542
H -3.159 0.171 -1.230
H -0.933 -0.614 -2.311
H -0.888 1.216 -1.267
H 1.639 -0.947 -2.753
H 3.083 -1.992 -1.308
H 1.958 0.167 -0.499
H -1.525 0.561 3.185
H 0.748 0.070 2.299
H -1.008 1.654 1.215
```

The HOMO-LUMO gap (spin up / spin down) is 5.790 / 7.655 eV. The value obtained for the HOMO energy (spin up / spin down) is -7.42 / -8.48 eV. As for the molecular weight: 124.304 g/mol. Its spin multiplicity is 1. As for the LUMO energy (spin up / spin down): -1.6271 / -0.8228 eV.

=====

[9]
C18H25Al2Br2Cl6F9N2O8P2S3 as an isolated structure in a non-equilibrium geometry. Source: the OMol25 dataset; level of theory: ωB97M-V with the def2-TZVPD basis set.

The geometry in XYZ format:
```
77
Properties=species:S:1:pos:R:3
C 3.775 1.507 0.734
C 2.553 1.566 0.707
C 1.044 1.115 0.592
S 0.396 0.663 2.250
C 0.263 2.485 0.163
O 1.216 3.437 -0.310
N -0.883 2.271 -0.749
P -0.513 2.581 -2.447
S -1.327 4.264 -2.970
C -1.594 0.992 -0.511
S -3.190 0.821 -1.443
O -3.039 0.001 -2.660
O -3.705 2.159 -1.795
C -4.453 -0.081 -0.381
F -4.591 -1.400 -0.843
F -4.029 -0.187 0.988
C -5.904 0.606 -0.424
F -5.912 1.708 0.425
F -6.799 -0.296 0.159
F -6.358 0.939 -1.721
C -0.590 -0.242 -0.806
P -1.378 -1.780 -0.052
O -0.600 -2.320 1.340
Br -0.987 -3.454 -1.567
N 0.854 0.074 -0.492
C 1.771 -1.091 -0.408
Cl 2.555 -1.721 1.077
C 2.118 -1.746 -1.587
C 1.603 -1.364 -3.020
Cl 3.275 -3.144 -1.528
H 4.877 1.465 0.510
H 1.424 0.602 3.167
H -0.155 2.922 1.133
H 0.756 4.272 -0.543
H -1.049 1.504 -3.228
H 0.899 2.601 -2.701
H -1.891 0.992 0.597
H -0.646 -0.374 -1.940
H -1.337 -2.617 1.926
H 1.193 0.585 -1.340
H 0.497 -1.549 -3.185
H 2.135 -2.013 -3.791
H 1.909 -0.294 -3.286
O 6.326 -0.905 1.130
C 7.052 -0.660 2.064
O 7.067 -1.475 3.131
C 8.023 -1.390 4.198
C 7.583 -0.388 5.246
C 7.875 0.600 2.094
H 9.024 -1.182 3.812
H 8.066 -2.383 4.647
H 7.514 0.621 4.834
H 8.286 -0.372 6.081
H 6.591 -0.644 5.624
H 7.262 1.421 2.468
H 8.196 0.826 1.076
H 8.782 0.518 2.688
O -5.079 4.781 3.771
C -3.963 4.189 3.609
C -3.699 3.990 1.962
O -2.583 3.383 1.791
H -3.854 3.178 4.037
H -3.057 4.698 3.981
H -3.794 4.999 1.527
H -4.606 3.492 1.582
Al -8.542 0.760 -2.154
Br -5.392 -0.134 2.677
C -2.001 -7.502 -3.177
Cl -3.468 -6.802 -2.471
Cl -1.236 -8.588 -2.000
Cl -2.424 -8.415 -4.637
Cl -0.871 -6.200 -3.601
F -5.067 0.338 -5.129
Al -5.449 -1.376 -5.210
F -6.657 -1.756 -3.973
F -3.995 -2.317 -4.920
F -6.090 -1.763 -6.796
```

The HOMO-LUMO gap is 3.107 eV. The value obtained for the HOMO energy is -6.17 eV. As for the molecular weight: 1153.025 g/mol. Its spin multiplicity is 1. As for the LUMO energy: -3.0629 eV.

=====

[10]
C7H21BF4OP2Sc as an isolated structure in a non-equilibrium geometry. Source: the OMol25 dataset; level of theory: ωB97M-V with the def2-TZVPD basis set.

The geometry in XYZ format:
```
37
Properties=species:S:1:pos:R:3
Sc 0.280 -0.243 -0.079
H -0.744 1.547 -0.719
H -0.340 1.826 -0.082
P -0.775 -0.824 -2.250
P 1.721 0.741 1.687
C 1.751 -0.263 3.187
H 2.515 0.098 3.885
H 0.767 -0.229 3.668
H 1.959 -1.308 2.934
C 3.429 0.684 1.059
H 3.525 1.316 0.165
H 4.141 1.029 1.818
H 3.679 -0.341 0.758
C 1.492 2.437 2.245
H 0.516 2.549 2.723
H 2.267 2.740 2.953
H 1.517 3.121 1.394
C 0.586 -1.264 -3.380
H 0.200 -1.582 -4.357
H 1.253 -0.401 -3.518
H 1.185 -2.069 -2.938
C -1.814 -2.296 -2.181
H -2.699 -2.089 -1.570
H -2.121 -2.608 -3.184
H -1.267 -3.114 -1.701
C -1.737 0.399 -3.160
H -1.157 1.316 -3.297
H -2.036 0.033 -4.146
H -2.637 0.669 -2.601
C -0.552 -1.922 1.106
O -1.228 -2.550 1.795
H 1.624 -1.364 -0.471
F -1.756 0.214 1.077
B -3.204 0.846 1.719
F -4.240 -0.015 1.381
F -3.042 0.880 3.097
F -3.055 2.036 0.985
```

The HOMO-LUMO gap is 8.467 eV. As for the net charge: +1. The value obtained for the HOMO energy is -13.75 eV. As for the molecular weight: 314.952 g/mol. Its spin multiplicity is 1. As for the LUMO energy: -5.2838 eV.

=====

Which of these has the lowest molecular weight? H9PSi3